Record 1
Computed, not measured: one molecule with the formula C3H4N2S at a distorted geometry, with ωB97M-V/def2-TZVPD.

gap between HOMO and LUMO	9.79	eV
relative energy (zero: lowest compared OMol25 entry of this formula, charge and spin)	22.6	kcal per mole
LUMO level	0.58	eV
HOMO	-0.339	hartree
structure (SMILES)	Sn1ccnc1
E_tot	-16990.513	eV

Last column: natural (NBO) charge in e.
Positions of all 10 atoms, in Å:
C1 0.24842 -0.58118 -0.82304  -0.10
C2 -1.01253 -1.03481 -0.66119  -0.10
C3 -0.80529 0.60443 0.70268  0.18
H1 2.33238 0.72445 1.23162  0.11
H2 1.11359 -0.89426 -1.39596  0.22
H3 -1.51774 -1.89341 -1.10356  0.22
H4 -0.88166 1.43184 1.42254  0.20
N1 0.40701 0.47827 0.05943  -0.52
N2 -1.66426 -0.28057 0.29806  -0.45
S1 1.78007 1.44524 0.26941  0.23

***

Record 2
Computed, not measured: a 6-piece molecular cluster, C25H70FN5O5 overall at a distorted geometry, with ωB97M-V/def2-TZVPD.

gap between HOMO and LUMO	10.65	eV
relative energy (zero: lowest compared OMol25 entry of this formula, charge and spin)	53.2	kcal per mole
LUMO level	-8.40	eV
HOMO	-0.700	hartree
net charge	+4
E_tot	-47426.156	eV

Last column: Mulliken charge in e.
Positions of all 106 atoms, in Å:
F1 0.16927 0.63998 0.04185  -0.27
C1 0.72960 0.80612 3.54754  -1.03
N1 1.92679 1.76460 3.69108  0.06
C2 1.63826 2.62750 4.87571  -0.89
C3 3.18315 0.94300 4.02823  -0.84
C4 2.13033 2.64936 2.38800  -0.06
C5 0.96452 3.57565 1.91343  -0.90
O1 -0.22288 2.89382 1.67715  -0.37
H1 -0.13477 1.47012 3.55584  0.48
H2 0.77304 0.13083 4.40206  0.56
H3 0.73517 0.27799 2.59405  0.10
H4 0.73678 3.15031 4.55615  0.45
H5 2.46456 3.25907 5.20196  0.33
H6 1.36985 1.91139 5.65239  0.40
H7 3.98976 1.59182 4.36958  0.41
H8 3.57762 0.42935 3.15150  0.18
H9 2.99519 0.22920 4.83027  0.43
H10 2.35387 2.01529 1.53004  -0.05
H11 3.07571 3.14385 2.61122  0.59
H12 1.29633 4.01816 0.97419  0.40
H13 0.87697 4.37078 2.65383  0.45
H14 -0.11849 2.30472 0.92637  0.11
C6 -0.50896 0.13220 -4.73907  -0.55
N2 -0.36341 1.71086 -4.76412  0.04
C7 1.00625 2.05629 -4.22180  -0.84
C8 -0.30554 2.21293 -6.22461  -0.88
C9 -1.51922 2.43144 -4.02979  -0.85
C10 -1.61115 2.20965 -2.46391  -0.53
O2 -1.39207 0.89174 -2.09404  -0.10
H15 -1.58629 0.04008 -4.87676  0.40
H16 -0.14704 -0.14707 -3.74956  0.01
H17 0.15571 -0.28676 -5.49457  0.44
H18 1.24137 1.68792 -3.22324  0.07
H19 1.24631 3.10997 -4.36407  0.44
H20 1.78154 1.55645 -4.80247  0.48
H21 0.43687 1.77507 -6.89186  0.35
H22 0.06399 3.23327 -6.12240  0.45
H23 -1.33465 2.19832 -6.58352  0.37
H24 -2.44032 2.23011 -4.57673  0.48
H25 -1.41302 3.51210 -4.12473  0.42
H26 -2.59393 2.38540 -2.02648  0.35
H27 -0.93579 2.83033 -1.87506  0.44
H28 -0.80705 0.84199 -1.33451  -0.02
C11 -3.69370 2.33526 2.74213  -0.75
N3 -4.11583 0.96572 2.23709  0.07
C12 -3.76677 0.78218 0.78843  -0.75
C13 -3.39455 -0.05076 3.12660  -0.63
C14 -5.66218 0.82801 2.62965  -0.41
C15 -6.56748 1.51791 1.56160  -0.69
O3 -6.64827 0.87098 0.28690  -0.55
H29 -2.61264 2.47015 2.77712  0.13
H30 -4.19158 2.59508 3.67631  0.43
H31 -4.01083 3.07893 2.01104  0.40
H32 -4.26397 -0.14104 0.49084  0.44
H33 -2.68164 0.74359 0.69302  0.01
H34 -4.09356 1.65891 0.22927  0.38
H35 -2.32541 0.13781 3.02922  0.07
H36 -3.71125 -1.02192 2.74625  0.38
H37 -3.74131 0.11427 4.14670  0.42
H38 -5.68446 1.08856 3.68782  0.51
H39 -5.80044 -0.24193 2.47404  0.39
H40 -6.28607 2.55700 1.39076  0.37
H41 -7.51808 1.54446 2.09428  0.43
H42 -6.86254 1.49823 -0.40754  0.34
C16 5.14951 -3.83044 0.09151  -0.83
N4 4.89898 -2.27615 -0.01428  -0.11
C17 5.13268 -1.71009 1.40846  -0.88
C18 6.01073 -1.58338 -0.92313  -0.80
C19 3.43262 -2.10932 -0.53344  -0.64
C20 3.01016 -0.70175 -0.77207  0.63
O4 2.79356 -0.07192 0.44070  -0.36
H43 4.43732 -4.27916 0.78399  0.34
H44 6.15892 -3.87087 0.50087  0.42
H45 5.07269 -4.23304 -0.91849  0.40
H46 4.92995 -0.64887 1.26419  0.39
H47 6.12497 -1.93922 1.79698  0.47
H48 4.31236 -2.18961 1.94253  0.36
H49 7.00551 -1.91363 -0.62404  0.38
H50 5.83179 -0.51607 -1.05318  0.33
H51 5.81359 -2.01315 -1.90524  0.42
H52 2.79655 -2.63526 0.17853  0.03
H53 3.50956 -2.63795 -1.48356  0.45
H54 2.07473 -0.54343 -1.30874  -0.59
H55 3.77477 -0.20895 -1.37260  0.35
H56 1.85186 0.10931 0.48503  -0.13
C21 -1.95437 -1.99479 -0.05496  -1.02
N5 -0.92457 -3.06994 -0.39760  0.39
C22 0.00675 -3.22901 0.81010  -0.99
C23 -1.51508 -4.48692 -0.65769  -0.91
C24 -0.11557 -2.50043 -1.65334  0.87
C25 -0.67758 -3.04035 -2.95265  -1.27
O5 -1.96449 -2.57994 -3.37143  -0.55
H57 -2.47166 -2.47706 0.77445  0.58
H58 -2.69844 -1.83338 -0.83496  0.51
H59 -1.45212 -1.13937 0.39683  -0.09
H60 -0.45979 -3.80886 1.60648  0.42
H61 0.32889 -2.22551 1.08817  0.23
H62 0.90094 -3.78285 0.52413  0.47
H63 -1.93959 -4.81937 0.28960  0.39
H64 -0.68642 -5.09698 -1.01720  0.39
H65 -2.27213 -4.35515 -1.43074  0.38
H66 0.94121 -2.76351 -1.60743  -0.25
H67 -0.15224 -1.41653 -1.54419  -0.18
H68 -0.74168 -4.12742 -3.00034  0.65
H69 0.08084 -2.76588 -3.68583  0.52
H70 -2.20704 -2.83033 -4.26590  0.33

***

Record 3
Computed, not measured: a 5-piece molecular cluster, C11H13Cl8F6N4O4 overall, with ωB97M-V/def2-TZVPD.

gap between HOMO and LUMO	7.90	eV
relative energy (zero: lowest compared OMol25 entry of this formula, charge and spin)	0.0	kcal per mole
LUMO level	-4.52	eV
HOMO	-0.456	hartree
net charge	+1
E_tot	-142244.697	eV

Last column: natural (NBO) charge in e.
Positions of all 46 atoms, in Å:
N1 2.83802 -4.03564 1.20243  -0.80
C1 2.58492 -2.76693 0.85553  0.60
N2 3.27650 -2.00735 0.01084  -0.46
C2 2.67290 -0.83981 0.00093  0.73
O1 3.09370 0.20533 -0.67251  -0.64
N3 1.62958 -0.79752 0.86039  -0.28
C3 0.70176 0.25992 1.27314  0.64
O2 0.95306 0.98214 2.16220  -0.33
C4 -0.56689 0.31076 0.41149  0.55
F1 -0.34890 1.19554 -0.58274  -0.28
F2 -0.75085 -0.92448 -0.13145  -0.31
C5 -1.83922 0.69107 1.22072  0.59
F3 -1.95285 2.03307 1.21194  -0.28
F4 -1.70083 0.27250 2.50286  -0.30
C6 -3.12009 0.07829 0.58391  0.54
F5 -3.06308 0.32787 -0.74623  -0.30
F6 -4.17637 0.73134 1.12363  -0.29
C7 -3.36914 -1.43663 0.79302  0.72
O3 -4.21743 -1.95804 0.17012  -0.43
O4 -2.51795 -2.06327 1.64214  -0.73
N4 1.54219 -2.07353 1.35625  -0.35
H1 3.16219 -4.71513 0.53167  0.45
H2 2.70501 -4.34311 2.14789  0.42
H3 2.47416 0.50907 -1.36969  0.52
H4 -2.93271 -2.19352 2.50626  0.52
H5 0.82635 -2.37064 1.99977  0.45
C8 -3.24891 4.25570 -1.28158  -0.40
Cl1 -3.68370 4.19167 -2.99027  -0.01
Cl2 -2.00029 5.46348 -0.94938  -0.03
H6 -4.13382 4.50724 -0.71026  0.23
H7 -2.86519 3.28728 -0.99271  0.21
C9 0.37475 0.68195 -4.51684  -0.37
Cl3 -0.74022 2.01225 -4.27253  0.03
Cl4 1.70051 0.68274 -3.31153  -0.09
H8 -0.15376 -0.25827 -4.42698  0.23
H9 0.84498 0.78068 -5.48673  0.24
C10 4.96870 -6.23325 -1.62319  -0.39
Cl5 4.19624 -6.97596 -0.21104  -0.03
Cl6 4.33032 -4.61517 -1.94959  -0.03
H10 6.02976 -6.14945 -1.42716  0.23
H11 4.77708 -6.86054 -2.48407  0.24
C11 -1.64881 5.90822 3.03369  -0.40
Cl7 -3.15282 6.47060 3.77119  -0.02
Cl8 -0.29030 6.98865 3.35992  -0.02
H12 -1.41395 4.93305 3.44205  0.21
H13 -1.79463 5.85784 1.96247  0.22

***

Record 4
Computed, not measured: a 2-piece molecular cluster, C3H6NP overall at a distorted geometry, with ωB97M-V/def2-TZVPD.

gap between HOMO and LUMO	7.83	eV
relative energy (zero: lowest compared OMol25 entry of this formula, charge and spin)	82.1	kcal per mole
LUMO level	-0.60	eV
HOMO	-0.310	hartree
E_tot	-13982.267	eV

Last column: natural (NBO) charge in e.
Positions of all 11 atoms, in Å:
C1 1.25085 1.23302 -0.04916  -0.47
C2 1.40556 -0.07151 0.05301  -0.18
C3 -0.29792 -1.26377 0.08030  -0.21
N1 -1.44005 -0.72661 -0.27894  -0.77
P1 -1.87654 0.78319 0.11732  0.68
H1 1.93017 2.16517 0.01183  0.23
H2 0.27482 1.65307 -0.28982  0.19
H3 2.11617 -0.80034 0.48482  0.21
H4 -0.21148 -2.13399 -0.54005  0.19
H5 -0.15977 -1.50885 1.11071  0.20
H6 -2.99182 0.67062 -0.70002  -0.08

***

Record 5
Computed, not measured: an isolated ion of composition C3H7N4S and charge +1 at a distorted geometry, with ωB97M-V/def2-TZVPD.

gap between HOMO and LUMO (spin up / spin down)	7.12 / 7.12	eV
relative energy (zero: lowest compared OMol25 entry of this formula, charge and spin)	117.9	kcal per mole
LUMO level (spin up / spin down)	-5.79 / -5.79	eV
HOMO (spin up / spin down)	-0.474 / -0.474	hartree
net charge	+1
E_tot	-20007.548	eV

Last column: natural (NBO) charge in e.
Positions of all 15 atoms, in Å:
C1 0.59618 -1.29906 0.48621  -0.58
C2 -0.58736 -1.88283 -0.01330  -0.15
C3 1.29164 -0.15377 -0.18632  0.45
N1 2.50308 -0.09273 -0.33471  -0.60
N2 0.35770 0.83029 -0.60885  -0.48
N3 -1.69621 1.67149 0.24126  -0.65
N4 -0.90037 0.59712 -0.01071  -0.21
S1 -1.64923 -0.81150 -0.72508  0.72
H1 1.24805 -1.94969 1.21794  0.30
H2 -0.86340 -2.87631 0.14617  0.27
H3 2.93564 0.62415 -0.96290  0.39
H4 0.56159 1.71297 -0.95401  0.42
H5 -1.40813 2.60281 -0.04947  0.40
H6 -2.55446 1.66475 0.69328  0.42
H7 0.16530 -0.63769 1.06050  0.31

***

Record 6
Computed, not measured: a 2-piece molecular cluster, C2H6N4S overall at a distorted geometry, with ωB97M-V/def2-TZVPD.

gap between HOMO and LUMO	8.10	eV
relative energy (zero: lowest compared OMol25 entry of this formula, charge and spin)	115.5	kcal per mole
LUMO level	-0.31	eV
HOMO	-0.309	hartree
E_tot	-18962.037	eV

Last column: natural (NBO) charge in e.
Positions of all 13 atoms, in Å:
C1 -0.23220 -1.62821 -0.87888  -0.19
C2 1.77006 1.17109 0.33254  -0.86
N1 -2.30968 0.08330 1.21446  0.02
N2 -1.59177 -0.94533 0.95940  -0.19
N3 -2.49267 0.95240 0.34996  -0.39
N4 -1.07873 -0.87162 -0.24544  -0.19
S1 -1.53079 0.67643 -1.03007  0.55
H1 1.57129 0.00139 0.51039  0.20
H2 0.17879 -2.45382 -0.47846  0.20
H3 0.26361 -1.28184 -1.69817  0.19
H4 0.75354 1.55328 0.53190  0.22
H5 2.28019 1.20795 -0.64061  0.22
H6 2.41835 1.53497 1.07298  0.22

***

Record 7
Computed, not measured: C8H8IrN3S7Sb as an isolated structure at a distorted geometry, with ωB97M-V/def2-TZVPD.

gap between HOMO and LUMO	6.66	eV
relative energy (zero: lowest compared OMol25 entry of this formula, charge and spin)	8.0	kcal per mole
LUMO level	1.66	eV
HOMO	-0.184	hartree
net charge	-1
E_tot	-98123.628	eV

Last column: natural (NBO) charge in e.
Positions of all 28 atoms, in Å:
Ir1 -2.44615 -1.18963 -0.01280  0.64
S1 -4.62684 3.56073 -0.25619  -0.81
Sb1 -4.49356 1.32676 -0.11714  1.34
S2 -3.02220 0.23821 -1.67765  -0.53
S3 -2.94552 0.43556 1.49371  -0.54
S4 -6.37675 0.04995 0.00606  -0.90
N1 -4.11539 -2.23987 0.15140  -0.88
H1 -4.63949 -1.86840 0.94929  0.44
H2 -3.98931 -3.24426 0.24696  0.39
H3 -4.70379 -2.02416 -0.65840  0.44
S5 4.36927 -2.05525 1.21819  -0.20
C1 2.77723 -2.02552 0.75055  -0.12
S6 1.74671 -3.41865 0.90279  0.43
C2 0.40130 -2.51035 0.29734  -0.12
N2 0.68818 -1.29762 -0.00410  -0.29
N3 2.01497 -1.02133 0.24825  -0.24
C3 2.40237 0.33331 -0.02090  0.12
C4 1.43937 1.32786 0.12462  -0.16
C5 1.77281 2.64318 -0.14681  -0.22
C6 3.05779 2.97149 -0.55858  -0.21
C7 4.00532 1.97082 -0.70421  -0.21
C8 3.68660 0.64566 -0.44004  -0.22
S7 -1.21001 -3.17498 0.15919  -0.27
H4 0.43828 1.06999 0.43834  0.24
H5 1.01848 3.41088 -0.03536  0.22
H6 3.31607 4.00172 -0.76684  0.21
H7 5.00884 2.21424 -1.02935  0.21
H8 4.42539 -0.13033 -0.55834  0.24